Record 1
Here is the ion C3H8N3S with charge +1 from the OMol25 dataset. Energies are from the ωB97M-V functional and the def2-TZVPD basis.

The HOMO energy (alpha / beta) is -13.15 / -13.21 eV. The multiplicity is 1. The calculation puts the orbital gap (alpha / beta) at 5.91 / 6.03 eV. The charge is +1.

Last column: Mulliken charge in e.
Element x y z (Å)
S 2.7221 -0.1980 0.2264  0.05
N -0.6676 1.8493 -0.3262  -0.42
N 0.6311 -1.3421 -1.2572  -0.44
N 1.4313 0.9355 0.2108  -0.27
C -0.6926 -1.2124 0.8469  -1.19
C -0.2876 -0.6290 -0.5340  0.06
C 0.2363 0.8622 -0.3894  0.68
H 1.6892 1.8019 0.6597  0.30
H 0.7192 -2.2803 -1.0542  0.27
H -1.6364 1.7275 -0.6856  0.25
H -1.3061 -0.5314 1.4258  0.42
H -1.3312 -1.9477 0.5441  0.44
H 0.1684 -1.3688 1.5759  0.23
H -1.3026 -0.5539 -0.9426  0.34
H -0.3736 2.8871 -0.3005  0.28

Force components x, y, z for each atom (eV/Å):
S -2.1 -1.0 -1.4
N 0.2 2.2 -1.0
N 1.9 3.4 -1.1
N -0.7 0.2 -1.2
C 2.4 2.8 1.6
C 0.1 1.8 1.9
C -0.4 -1.3 2.2
H -0.1 0.3 0.2
H 0.1 -2.8 1.1
H 1.3 -0.1 0.3
H -0.4 0.5 -0.2
H -1.2 -2.9 0.1
H -0.9 -0.7 -1.4
H 0.2 0.0 -1.2
H -0.5 -2.4 0.1

=====

Record 2
Here is the molecule C3H8N4 from the OMol25 dataset. Energies are from the ωB97M-V functional and the def2-TZVPD basis.

Its structure (SMILES) is C[C@@H]1N(N)N2CN12. The HOMO energy is -8.26 eV. The multiplicity is 1. The calculation puts the orbital gap at 9.27 eV. The charge is 0.

Last column: Mulliken charge in e.
Element x y z (Å)
N 0.6037 0.6920 1.1174  -0.46
N -1.0185 0.9785 0.6942  -0.54
N -0.6909 0.2492 -0.4731  0.38
N -1.6210 -0.7424 -0.8503  -0.65
C -0.5603 0.2577 1.8545  -0.01
C 0.6731 -0.1714 -0.0570  0.41
C 1.7230 0.2502 -1.0607  -1.41
H -0.7821 -0.8126 1.9248  0.24
H -2.5035 -0.6658 -0.3491  0.24
H 2.7219 0.0706 -0.6536  0.34
H -1.8226 -0.6524 -1.8426  0.23
H 1.6327 1.3127 -1.2993  0.32
H 1.6236 -0.3256 -1.9849  0.34
H -0.7288 0.7981 2.7800  0.23
H 0.7497 -1.2388 0.1997  0.34

Force components x, y, z for each atom (eV/Å):
N -1.3 1.0 0.7
N 1.4 0.9 1.0
N 0.7 -0.7 -1.3
N -0.4 -0.7 -0.1
C 0.1 -0.9 -0.3
C -0.8 -0.1 -0.5
C 0.1 0.0 0.1
H 0.2 0.1 -0.1
H 0.3 0.1 0.1
H -0.1 0.0 0.0
H 0.0 0.3 0.2
H -0.1 -0.1 0.1
H -0.1 0.0 0.1
H 0.0 0.1 -0.1
H 0.0 0.1 0.0

=====

Record 3
Here is the molecule C3H8N4 from the OMol25 dataset. Energies are from the ωB97M-V functional and the def2-TZVPD basis.

Its structure (SMILES) is N/N=C1/CCNN1. The HOMO energy is -8.37 eV. The multiplicity is 1. The calculation puts the orbital gap at 9.36 eV. The charge is 0.

Last column: Mulliken charge in e.
Element x y z (Å)
N -1.2564 -1.0267 -0.8709  -0.44
N -0.5378 0.3280 0.8344  -0.33
N -2.4929 -1.0080 -0.1772  -0.50
N 0.7016 1.0381 1.1766  -0.49
C 1.5718 0.8551 -0.0096  -0.42
C 1.0851 -0.4707 -0.6554  -0.27
C -0.3268 -0.3724 -0.3245  0.32
H 1.6123 -1.3112 -0.1001  0.19
H 1.4695 1.6050 -0.7518  0.32
H -0.6693 -0.4331 1.6722  0.30
H 1.4136 -0.5971 -1.7674  0.30
H 2.6618 0.6852 0.2011  0.27
H -3.2351 -1.2578 -0.7947  0.25
H -2.5247 -0.0209 0.2147  0.26
H 0.5272 1.9864 1.3524  0.24

Force components x, y, z for each atom (eV/Å):
N -1.1 -1.1 -0.7
N 0.2 -0.5 4.5
N 2.0 2.1 0.9
N 0.8 -2.4 -1.0
C 1.4 -1.7 0.1
C 2.7 0.0 -1.0
C -1.1 -1.7 -0.7
H -1.0 0.7 -0.5
H -0.1 1.2 -0.5
H 0.0 2.3 -2.5
H -1.0 0.4 2.0
H -1.0 0.7 0.3
H -0.3 0.2 -0.5
H -0.9 -1.5 -0.4
H -0.7 1.4 0.0

=====

Record 4
Here is a structure of composition C3H8N4 from the OMol25 dataset. Energies are from the ωB97M-V functional and the def2-TZVPD basis.

The HOMO energy is -19.42 eV. The multiplicity is 1. The calculation puts the orbital gap at 10.21 eV. The charge is +2.

Last column: Mulliken charge in e.
Element x y z (Å)
N -1.6068 0.9495 1.2970  -0.40
N 0.7889 -1.4974 0.2282  -0.41
N -0.6789 0.1983 0.5186  0.08
N 2.0673 -0.9172 -1.6632  -0.19
C 1.1701 -0.7561 -0.7800  0.48
C -0.1849 -0.9963 0.9160  0.02
C -0.0759 0.7431 -0.6561  -0.71
H -0.6873 0.6776 -1.5507  0.42
H 2.6296 -1.7738 -1.6342  0.32
H 0.4661 1.6711 -0.5273  0.42
H -2.0153 1.7105 0.7151  0.40
H -2.4043 0.3740 1.6520  0.41
H -1.1615 1.4084 2.1245  0.40
H 2.2673 -0.2533 -2.4064  0.29
H -0.5744 -1.5382 1.7665  0.44

Force components x, y, z for each atom (eV/Å):
N -0.3 0.3 0.5
N 0.3 -1.3 0.6
N -0.4 0.0 0.2
N 0.6 -0.6 -0.3
C -3.4 4.2 0.4
C 0.4 -0.2 -0.2
C 2.8 -2.4 -1.2
H -0.2 0.1 0.0
H -0.1 0.1 -0.1
H 0.0 0.2 0.1
H 0.1 -0.4 0.2
H 0.4 0.1 -0.3
H -0.1 -0.2 -0.4
H -0.1 0.0 0.2
H -0.2 0.1 0.3

=====

Record 5
Here is the ion C3H8N4 with charge +2 from the OMol25 dataset. Energies are from the ωB97M-V functional and the def2-TZVPD basis.

Its structure (SMILES) is [NH2+]=C1CN([NH3+])C=N1. The HOMO energy is -19.51 eV. The multiplicity is 1. The calculation puts the orbital gap at 10.37 eV. The charge is +2.

Last column: Mulliken charge in e.
Element x y z (Å)
N 0.3951 -0.4506 -0.6357  0.14
N -1.0579 1.6214 1.9631  -0.21
N 0.5319 1.6158 0.2333  -0.44
N 0.6905 -1.4946 -1.5492  -0.45
C 0.9559 0.7799 -0.6571  0.02
C -0.4025 1.0922 1.0038  0.47
C -0.5834 -0.5986 0.4049  -0.61
H -1.6074 -0.7348 0.0673  0.44
H -1.7855 1.1331 2.4821  0.29
H 1.2793 -2.2459 -1.1232  0.40
H -0.2995 -1.2795 1.2023  0.42
H 1.7216 1.0684 -1.3665  0.40
H -0.8606 2.5857 2.2478  0.32
H -0.1812 -1.9612 -1.8917  0.42
H 1.2037 -1.1314 -2.3812  0.39

Force components x, y, z for each atom (eV/Å):
N 0.0 -0.2 -0.2
N -0.1 0.4 0.4
N 0.6 1.2 -0.1
N 0.2 -0.5 -0.2
C 0.0 0.3 0.2
C -0.5 -4.5 -1.6
C -0.5 3.0 2.0
H 0.0 -0.1 -0.2
H 0.2 0.0 -0.1
H -0.2 0.4 -0.1
H 0.1 -0.1 0.0
H 0.1 -0.1 -0.2
H 0.0 -0.2 -0.1
H 0.4 0.4 0.1
H -0.3 -0.1 0.3

=====

Record 6
Here is a structure of composition C3H8N4O from the OMol25 dataset. Energies are from the ωB97M-V functional and the def2-TZVPD basis.

The HOMO energy is -8.36 eV. The multiplicity is 1. The calculation puts the orbital gap at 8.60 eV. The charge is 0.

Last column: Mulliken charge in e.
Element x y z (Å)
O 1.9355 -2.1305 0.1490  -0.47
N 0.6718 -1.7282 -0.3538  -0.09
N -0.8167 0.1525 -0.3243  0.19
N 1.6800 0.2177 -0.0676  -0.49
N -1.8751 -0.6666 -0.2544  -0.61
C 0.5240 -0.4064 -0.2000  0.35
C -3.1213 -0.1619 0.1414  -0.33
C 1.8217 1.6816 -0.0307  -0.64
H -3.5315 0.9099 0.4787  0.24
H 2.9128 1.8860 0.5889  0.24
H 2.2635 -1.1845 0.5607  0.44
H 0.6137 1.7893 0.6341  0.18
H -0.9849 1.1815 -0.4225  0.29
H -3.7848 -1.1106 0.5725  0.21
H -0.1348 -2.5231 -0.3366  0.30
H 1.8261 2.0934 -1.1354  0.19

Force components x, y, z for each atom (eV/Å):
O -0.3 0.8 0.6
N -1.7 -3.4 0.5
N 1.5 1.2 -0.5
N -1.0 0.2 -0.1
N -5.0 2.0 2.7
C -0.1 2.0 -1.3
C 2.2 -3.4 0.9
C -1.8 -1.3 1.8
H 1.7 -2.2 -1.1
H -3.6 0.0 -1.7
H -0.7 -1.9 -1.5
H 4.0 1.7 -1.6
H 0.6 -1.4 0.3
H 1.5 2.8 -1.9
H 2.7 3.1 0.5
H -0.1 -0.4 2.5

=====

Record 7
Here is a cluster of 2 separate species, C3H8N4O in total from the OMol25 dataset. Energies are from the ωB97M-V functional and the def2-TZVPD basis.

The HOMO energy is -9.10 eV. The multiplicity is 1. The calculation puts the orbital gap at 10.02 eV. The charge is 0.

Last column: Mulliken charge in e.
Element x y z (Å)
O -0.5567 0.4236 -0.6621  -0.08
N -1.9454 1.6903 0.7148  -0.12
N -1.0906 -0.1789 1.7551  -0.62
N -2.2138 1.9772 2.1177  -0.70
N 0.3990 -0.3649 -0.6939  -0.41
C -1.2052 0.5052 0.6160  0.59
C 2.3209 -1.8151 -1.6179  -0.75
C 1.2149 -0.5791 -1.7090  -0.15
H 1.3192 0.0704 -2.5710  0.41
H -2.5658 0.8534 2.8673  0.37
H 3.4071 -1.3531 -1.4728  0.22
H -0.3597 -0.7158 1.7455  0.20
H -1.9782 2.5055 -0.0647  0.30
H -1.1713 2.2648 2.6250  0.27
H 2.2092 -2.4190 -2.6663  0.24
H 2.2165 -2.8645 -0.9837  0.25

Force components x, y, z for each atom (eV/Å):
O -4.6 4.5 0.4
N 0.4 -0.4 -0.2
N -4.3 5.0 -4.1
N 1.1 -0.3 3.0
N 6.5 -6.5 -1.2
C 0.3 0.7 2.9
C -0.1 -1.3 -1.5
C -0.4 -1.2 3.3
H -0.3 -0.1 -0.3
H 1.7 4.2 -3.8
H -2.4 -1.2 -0.5
H 5.1 -4.7 -0.4
H 0.1 -2.9 2.9
H -3.6 -1.5 -1.9
H 0.7 2.1 1.9
H -0.3 3.5 -0.6

=====

Record 8
Here is the molecule C3H8N4O from the OMol25 dataset. Energies are from the ωB97M-V functional and the def2-TZVPD basis.

Its structure (SMILES) is [H]/N=C(N)/C(=N\N)OC. The HOMO energy is -8.79 eV. The multiplicity is 1. The calculation puts the orbital gap at 9.57 eV. The charge is 0.

Last column: Mulliken charge in e.
Element x y z (Å)
O -1.2074 -1.2862 0.1958  -0.35
N 0.3489 1.8610 -0.6222  -0.66
N 1.6632 -1.5576 -0.9772  -0.67
N 1.7841 -0.0677 0.8972  -0.61
N -0.5231 0.8910 -0.1493  -0.18
C -0.2446 -0.3552 -0.0320  0.53
C 1.1253 -0.7801 -0.1751  0.50
C -2.3961 -0.5462 -0.1050  -0.76
H -2.5797 -0.2624 -1.1533  0.28
H 1.0885 0.1713 1.7201  0.30
H -2.6687 0.2418 0.5815  0.29
H 2.7495 -1.6200 -0.9348  0.24
H 1.2066 1.7474 -0.0909  0.29
H -3.1888 -1.2404 0.3276  0.32
H -0.0899 2.8129 -0.4185  0.27
H 2.9321 -0.0095 0.9361  0.22

Force components x, y, z for each atom (eV/Å):
O 0.1 2.5 -0.9
N -0.5 1.0 0.9
N 2.2 -0.9 -1.8
N 1.7 0.3 0.9
N -1.2 -0.8 -0.4
C -0.1 1.4 -1.1
C 2.7 0.8 3.4
C -4.1 -2.8 1.9
H 0.5 -0.3 0.5
H 2.7 -0.5 -2.1
H 1.0 0.9 -0.1
H -2.5 0.2 0.3
H 0.4 0.4 -0.2
H 0.6 0.1 -1.5
H 0.8 -2.0 -0.3
H -4.3 -0.4 0.3

=====

Record-wise max |F| values, in eV/A: 4.02, 1.96, 4.55, 5.41, 4.78, 6.07, 9.24, 5.32